[1]
{
  "formula": "C5H8N2O",
  "method": "ωB97M-V/def2-TZVPD",
  "relative_energy_kcal_mol": 152.1,
  "e_homo_ev": -8.497,
  "max_force_ev_per_a": 3.65,
  "orbital_gap_ha": 0.345,
  "symbols": ["C", "C", "N", "O", "C", "C", "N", "C", "H", "H", "H", "H", "H", "H", "H", "H"],
  "coordinates": [[1.02582, -1.46923, -1.62398], [0.48625, -0.25350, -0.83453], [1.28598, 0.76003, -0.58173], [0.87196, 1.67101, 0.33264], [-0.16927, 1.46041, 1.42670], [-0.53009, 0.00621, 1.25547], [-1.61705, -0.72940, 0.77927], [-0.87745, 0.02617, -0.21862], [0.17148, -1.75518, -2.41523], [1.40129, -2.43479, -1.10766], [1.79405, -0.98844, -2.27326], [-0.80335, 2.20929, 1.01725], [0.44431, 1.67882, 2.26870], [0.36911, -0.60771, 1.66791], [-2.47422, -0.36498, 1.14121], [-1.37882, 0.79130, -0.83414]]
}

[2]
{
  "formula": "C11H20N2O3",
  "method": "ωB97M-V/def2-TZVPD",
  "relative_energy_kcal_mol": 134.8,
  "e_homo_ev": -9.193,
  "max_force_ev_per_a": 6.88,
  "orbital_gap_ha": 0.357,
  "symbols": ["C", "C", "C", "C", "C", "N", "C", "O", "C", "C", "C", "C", "N", "C", "O", "O", "H", "H", "H", "H", "H", "H", "H", "H", "H", "H", "H", "H", "H", "H", "H", "H", "H", "H", "H", "H"],
  "coordinates": [[0.92090, -0.10282, -2.84266], [1.50501, -0.81632, -1.65656], [0.81044, -1.99530, -1.18710], [0.76473, -3.09722, -2.16588], [-0.52859, -1.58595, -0.58881], [-0.32326, -0.67492, 0.48720], [-0.67944, 0.65191, 0.28521], [-0.84002, 1.29169, -0.72681], [-0.92124, 1.49966, 1.51165], [-0.61883, 3.03445, 1.00921], [0.19489, 3.66969, 2.18996], [0.29770, 2.53134, 3.32730], [0.05590, 1.15370, 2.63134], [-1.54262, -2.63939, 0.04277], [-1.62644, -2.81556, 1.26944], [-2.22405, -3.32682, -0.87243], [1.21081, -0.76776, -3.83384], [1.38171, 0.92817, -2.90001], [-0.24965, 0.10076, -2.59635], [1.74612, -0.04473, -0.82983], [2.55256, -1.06281, -2.17605], [1.22794, -2.41426, -0.28636], [1.78040, -3.61721, -2.24323], [0.47013, -2.71656, -3.21324], [-0.14464, -3.86157, -1.67921], [-1.37121, -1.12628, -1.33914], [-0.26049, -0.83728, 1.51446], [-2.00154, 1.69603, 1.92685], [-1.47828, 3.59145, 0.78804], [0.10614, 3.04380, 0.18043], [1.21483, 3.80076, 1.77027], [-0.17787, 4.61850, 2.62001], [1.32468, 2.40475, 3.80179], [-0.53338, 2.55934, 3.86619], [0.82636, 0.67349, 1.92182], [-2.86968, -3.74670, -0.00645]]
}

[3]
{
  "formula": "C4H6N2O",
  "method": "ωB97M-V/def2-TZVPD",
  "relative_energy_kcal_mol": 87.5,
  "e_homo_ev": -10.098,
  "max_force_ev_per_a": 2.83,
  "orbital_gap_ha": 0.383,
  "symbols": ["C", "C", "C", "O", "C", "N", "N", "H", "H", "H", "H", "H", "H"],
  "coordinates": [[0.32182, -1.25671, -0.49740], [-0.25282, 0.14131, -0.18241], [0.83811, 0.92758, -0.88271], [1.77887, 1.30919, -0.23182], [-0.53948, 0.45557, 1.26189], [-1.90629, 0.65279, 0.81192], [-1.67417, 0.31228, -0.41885], [-0.53606, -1.89455, -0.60256], [0.93558, -1.43450, 0.43892], [0.96810, -1.20585, -1.34938], [0.70336, 1.14578, -1.98064], [-0.52180, -0.47156, 1.92043], [-0.11522, 1.31867, 1.71262]]
}

[4]
{
  "formula": "CH6O3",
  "method": "ωB97M-V/def2-TZVPD",
  "relative_energy_kcal_mol": 8.4,
  "e_homo_ev": -10.251,
  "max_force_ev_per_a": 1.20,
  "orbital_gap_ha": 0.411,
  "symbols": ["C", "O", "H", "H", "O", "H", "H", "O", "H", "H"],
  "coordinates": [[-3.47050, -2.18866, 0.08680], [-2.86668, -1.18529, 0.33847], [-3.24210, -3.16248, 0.51978], [-4.33105, -2.10776, -0.60726], [1.47078, -1.50974, 3.40271], [1.67318, -1.16446, 4.27419], [0.64256, -1.98837, 3.41456], [3.28409, 4.24225, -3.47493], [3.65758, 5.12935, -3.57338], [3.18215, 3.93515, -4.38094]]
}

[5]
{
  "formula": "C25H22N3O2",
  "method": "ωB97M-V/def2-TZVPD",
  "e_homo_ev": -10.552,
  "max_force_ev_per_a": 9.36,
  "charge": 1,
  "orbital_gap_ha": 0.198,
  "symbols": ["C", "O", "C", "C", "C", "C", "C", "C", "C", "C", "C", "C", "C", "O", "C", "C", "C", "C", "N", "N", "C", "C", "C", "C", "C", "N", "C", "C", "C", "C", "H", "H", "H", "H", "H", "H", "H", "H", "H", "H", "H", "H", "H", "H", "H", "H", "H", "H", "H", "H", "H", "H"],
  "coordinates": [[6.24109, 3.44431, -1.41397], [6.15407, 2.00456, -1.47716], [4.93378, 1.43383, -1.35004], [4.87217, 0.01758, -1.28217], [3.69664, -0.61175, -0.95373], [2.48687, 0.10809, -0.80860], [1.25975, -0.58248, -0.54349], [0.04901, -0.01922, -0.62122], [-1.23435, -0.85499, -0.47678], [-2.51696, 0.01248, -0.77187], [-3.70866, -0.64481, -1.06445], [-4.87178, 0.04980, -1.25169], [-4.88532, 1.44970, -1.13183], [-6.03966, 2.07277, -1.49025], [-6.10043, 3.54473, -1.40182], [-3.68186, 2.13847, -0.89903], [-2.50432, 1.42029, -0.66563], [-1.34726, -1.19165, 1.01043], [-2.76293, -1.66396, 1.34706], [-3.83719, -2.12108, 1.32273], [-0.42818, -2.14489, 1.77381], [0.50991, -1.59059, 2.62669], [1.30902, -2.43717, 3.37162], [1.17804, -3.82373, 3.23164], [2.03960, -4.78492, 3.94503], [2.74256, -5.58398, 4.46381], [0.19097, -4.38786, 2.42041], [-0.63655, -3.53347, 1.66483], [2.53880, 1.53049, -0.95115], [3.74024, 2.17278, -1.24349], [7.32636, 3.59466, -1.43687], [5.75782, 3.94199, -2.27103], [5.80379, 3.85885, -0.49110], [5.80127, -0.52523, -1.43561], [3.65013, -1.70866, -0.91979], [1.35273, -1.58729, -0.15710], [-0.01303, 1.02627, -0.97150], [-1.21721, -1.84897, -1.01816], [-3.74938, -1.74498, -1.11679], [-5.80239, -0.44131, -1.47507], [-7.18930, 3.71481, -1.45042], [-5.67182, 3.92636, -0.45420], [-5.57316, 4.00924, -2.25693], [-3.62835, 3.22450, -0.92602], [-1.62649, 1.94332, -0.29734], [-1.23432, -0.18354, 1.45243], [0.61279, -0.51880, 2.62502], [1.99756, -2.04721, 4.09294], [0.02141, -5.47554, 2.40164], [-1.38182, -3.95596, 0.96667], [1.61010, 2.11100, -0.90974], [3.76625, 3.26318, -1.33074]]
}

[6]
{
  "formula": "C3H13NO5",
  "method": "ωB97M-V/def2-TZVPD",
  "relative_energy_kcal_mol": 41.8,
  "e_homo_ev": -9.648,
  "max_force_ev_per_a": 2.10,
  "orbital_gap_ha": 0.360,
  "symbols": ["O", "C", "C", "N", "C", "O", "H", "H", "H", "H", "H", "H", "H", "O", "H", "H", "O", "H", "H", "O", "H", "H"],
  "coordinates": [[2.57356, -0.03672, -2.68712], [2.17309, 0.59341, -1.74594], [1.79642, 0.02969, -0.39325], [1.78190, 1.04568, 0.63040], [0.50472, 1.49447, 1.09713], [-0.13055, 0.49211, 1.98219], [2.20697, 1.70521, -1.76644], [2.58170, -0.71138, -0.21069], [0.88869, -0.57491, -0.44978], [2.35233, 0.85979, 1.43837], [0.68777, 2.36159, 1.72213], [-0.26184, 1.58437, 0.34127], [0.33027, 0.37946, 2.81851], [-1.49324, -1.51223, 0.87421], [-0.98039, -2.23785, 1.24473], [-0.95250, -0.72630, 1.14177], [-1.04378, -0.88547, -1.79059], [-1.06072, -1.66478, -2.34817], [-1.40530, -1.10075, -0.91340], [-3.89072, -0.33860, -0.18799], [-3.59663, -0.33073, -1.10623], [-3.06177, -0.42605, 0.30890]]
}

no.,LUMO level (eV),energy (eV)
1,0.8954,-10336.130
2,0.5218,-20849.653
3,0.3278,-9269.706
4,0.9198,-7275.615
5,-5.1660,-34836.631
6,0.1410,-15048.660